Record 1
This record from OMol25 describes the molecule C4H2O2. The level of theory is ωB97M-V with the def2-TZVPD basis set.

SMILES string   O=C=C=C=CO
Energy relative to the best compared isomer or geometry (same formula, charge and spin)   19.8 kcal per mole
Kohn-Sham gap   7.359 eV

Each line ends with the Löwdin charge.
Cartesian coordinates (Å):
O: 1.696 -2.931 0.614  0.17
C: 1.191 -2.006 0.109  -0.19
C: 0.824 -0.905 -0.478  0.00
C: -0.044 0.046 -0.543  -0.01
C: -0.885 1.049 -0.440  -0.20
O: -0.879 1.907 0.628  0.00
H: -0.249 1.563 1.278  0.11
H: -1.653 1.278 -1.168  0.12



Record 2
This record from OMol25 describes a cluster of 2 separate species, C3H10S in total in a non-equilibrium geometry. The level of theory is ωB97M-V with the def2-TZVPD basis set.

SMILES string   CC.CS
Energy relative to the best compared isomer or geometry (same formula, charge and spin)   15.1 kcal per mole
Kohn-Sham gap   10.150 eV

Each line ends with the Löwdin charge.
Cartesian coordinates (Å):
C: -0.295 -1.298 -3.591  -0.47
S: -2.117 -1.447 -3.290  0.60
H: -0.351 -1.491 -4.663  0.00
H: 0.250 -0.391 -3.369  0.03
H: 0.245 -2.165 -3.215  0.02
H: -2.372 -0.698 -2.206  -0.18
C: 2.147 2.454 5.403  -0.19
C: 2.079 1.488 4.251  -0.18
H: 2.003 3.491 5.067  0.06
H: 3.078 2.520 5.973  0.06
H: 1.374 2.397 6.176  0.06
H: 1.083 1.498 3.806  0.06
H: 2.922 1.696 3.599  0.06
H: 2.157 0.420 4.487  0.06



Record 3
This record from OMol25 describes a structure of composition C14H17F3N2O3STi in a non-equilibrium geometry. The level of theory is ωB97M-V with the def2-TZVPD basis set.

Charge   +2
Energy relative to the best compared isomer or geometry (same formula, charge and spin)   15.5 kcal per mole
Kohn-Sham gap   6.575 eV

Each line ends with the Löwdin charge.
Cartesian coordinates (Å):
C: 0.887 -3.768 3.700  -0.17
C: -0.608 -3.915 3.956  -0.17
H: 1.238 -4.514 2.986  0.07
H: 1.454 -3.910 4.622  0.07
H: 1.134 -2.781 3.308  0.03
H: -1.195 -3.638 3.080  0.04
H: -0.861 -4.947 4.209  0.07
H: -0.931 -3.291 4.790  0.07
C: 2.163 0.014 -1.942  -0.02
C: 2.730 0.199 -3.202  0.02
C: 1.933 0.597 -4.275  0.04
C: 0.570 0.774 -4.074  0.05
H: 2.720 -0.325 -1.064  0.15
H: 3.795 0.027 -3.332  0.14
H: 2.362 0.750 -5.266  0.15
H: -0.120 0.986 -4.884  0.13
N: 0.839 0.282 -1.737  -0.03
C: 0.034 0.690 -2.784  -0.17
C: -1.356 0.973 -2.446  -0.15
N: -1.665 0.890 -1.104  -0.04
C: -2.958 0.921 -0.677  -0.03
C: -3.678 1.395 -2.919  0.05
C: -3.985 1.182 -1.573  0.03
H: -3.100 0.692 0.381  0.13
H: -5.011 1.197 -1.201  0.15
C: -2.367 1.240 -3.374  0.06
H: -2.086 1.259 -4.429  0.13
H: -4.460 1.644 -3.634  0.15
Ti: -0.093 0.657 0.067  1.29
C: -0.994 -0.497 1.400  -0.13
H: -1.468 -1.220 0.707  0.06
H: -1.741 -0.044 2.076  0.08
H: -0.190 -0.974 1.989  0.05
F: 3.073 3.556 3.149  0.19
C: 2.266 3.465 2.087  -0.59
F: 1.782 4.683 1.777  0.16
F: 2.995 3.021 1.026  0.12
S: 0.846 2.244 2.333  0.67
O: 1.499 0.950 2.472  -0.27
O: -0.134 2.717 3.268  -0.19
O: 0.298 2.319 0.858  -0.39



Record 4
This record from OMol25 describes a cluster of 14 separate species, C56H154N14O14 in total in a non-equilibrium geometry. The level of theory is ωB97M-V with the def2-TZVPD basis set.

Energy relative to the best compared isomer or geometry (same formula, charge and spin)   143.0 kcal per mole
Kohn-Sham gap   9.052 eV

Each line ends with the Löwdin charge.
Cartesian coordinates (Å):
C: 5.399 -2.099 -0.037  -0.04
C: 5.520 -0.956 0.972  -0.41
C: 6.859 -0.221 1.035  -0.19
O: 7.966 -1.093 1.353  -0.19
C: 9.195 -0.405 1.302  -0.11
N: 4.444 0.033 0.771  0.06
H: 4.546 -2.758 0.125  0.03
H: 6.256 -2.767 0.058  0.08
H: 5.373 -1.594 -1.003  0.08
H: 5.406 -1.290 2.003  0.11
H: 6.768 0.577 1.772  0.12
H: 7.069 0.296 0.099  0.11
H: 9.081 0.393 2.036  0.08
H: 9.250 0.150 0.366  0.06
H: 10.060 -1.057 1.424  0.09
H: 3.597 -0.469 0.543  0.01
H: 4.508 0.514 -0.115  0.05
C: -5.200 0.299 -0.082  -0.09
C: -5.364 -0.476 -1.322  -0.46
C: -6.673 -1.329 -1.232  -0.16
O: -6.500 -2.296 -2.278  -0.22
C: -7.590 -3.158 -2.580  -0.09
N: -5.592 0.506 -2.306  0.04
H: -5.008 -0.363 0.762  0.06
H: -6.072 0.894 0.191  0.09
H: -4.353 0.967 -0.233  0.07
H: -4.488 -1.053 -1.617  0.14
H: -7.622 -0.798 -1.304  0.12
H: -6.745 -1.939 -0.331  0.11
H: -7.412 -3.520 -3.592  0.09
H: -8.597 -2.747 -2.509  0.09
H: -7.370 -4.012 -1.939  0.06
H: -5.631 -0.035 -3.158  0.08
H: -6.542 0.831 -2.194  0.08
C: 3.870 -5.364 1.695  -0.07
C: 2.817 -4.629 2.509  -0.41
C: 3.334 -3.262 2.818  -0.25
O: 2.658 -2.662 3.878  -0.17
C: 2.957 -1.331 4.123  -0.10
N: 1.649 -4.584 1.619  0.06
H: 4.811 -5.433 2.240  0.08
H: 4.113 -4.927 0.727  0.06
H: 3.712 -6.431 1.539  0.08
H: 2.646 -5.156 3.448  0.15
H: 3.294 -2.678 1.898  0.10
H: 4.372 -3.391 3.125  0.13
H: 2.679 -0.605 3.359  0.07
H: 4.037 -1.359 4.271  0.09
H: 2.373 -1.134 5.021  0.09
H: 1.933 -4.245 0.711  0.03
H: 1.128 -3.827 2.036  0.06
C: 3.030 -4.422 -2.309  -0.05
C: 2.057 -3.547 -3.063  -0.39
C: 1.497 -4.118 -4.380  -0.18
O: 0.828 -3.057 -5.117  -0.20
C: 0.296 -3.560 -6.318  -0.12
N: 0.940 -3.317 -2.114  0.04
H: 4.036 -4.521 -2.717  0.09
H: 2.646 -5.442 -2.283  0.08
H: 3.033 -4.180 -1.246  0.04
H: 2.465 -2.577 -3.349  0.13
H: 0.750 -4.892 -4.202  0.11
H: 2.329 -4.560 -4.927  0.12
H: 1.071 -4.127 -6.833  0.09
H: 0.047 -2.677 -6.906  0.09
H: -0.570 -4.187 -6.107  0.08
H: 0.603 -4.255 -1.950  0.03
H: 0.103 -2.862 -2.450  0.06
C: -3.473 -5.898 2.667  -0.05
C: -4.448 -4.711 2.571  -0.41
C: -5.827 -5.141 2.071  -0.18
O: -5.694 -5.302 0.639  -0.18
C: -6.842 -5.930 0.145  -0.14
N: -4.713 -4.150 3.935  0.06
H: -3.181 -6.288 1.692  0.06
H: -3.912 -6.724 3.226  0.08
H: -2.548 -5.628 3.177  0.07
H: -3.998 -3.978 1.902  0.12
H: -6.443 -4.253 2.210  0.10
H: -6.331 -5.967 2.573  0.13
H: -6.726 -6.098 -0.925  0.08
H: -7.735 -5.311 0.235  0.08
H: -7.018 -6.909 0.592  0.09
H: -3.803 -3.739 4.086  0.06
H: -5.325 -3.350 3.858  0.02
C: 1.444 0.474 -1.729  -0.03
C: 1.090 -0.208 -0.391  -0.45
C: -0.327 -0.598 -0.413  -0.23
O: -0.622 -1.326 0.767  -0.17
C: -2.024 -1.358 1.063  -0.08
N: 1.951 -1.330 -0.227  0.07
H: 1.447 -0.282 -2.515  0.06
H: 2.441 0.913 -1.696  0.07
H: 0.653 1.164 -2.023  0.07
H: 1.085 0.596 0.346  0.12
H: -0.559 -1.208 -1.286  0.12
H: -0.852 0.345 -0.564  0.12
H: -2.689 -1.492 0.210  0.08
H: -2.306 -0.392 1.479  0.07
H: -2.151 -2.034 1.909  0.08
H: 1.362 -1.883 0.379  0.06
H: 1.955 -1.930 -1.039  0.04
C: -9.141 -2.654 2.108  -0.05
C: -8.820 -2.223 3.584  -0.42
C: -7.755 -1.167 3.811  -0.21
O: -6.524 -1.662 3.329  -0.22
C: -5.503 -0.724 3.641  -0.11
N: -10.094 -1.827 4.130  0.02
H: -9.601 -1.891 1.480  0.08
H: -9.754 -3.555 2.115  0.07
H: -8.238 -3.003 1.606  0.04
H: -8.420 -3.066 4.147  0.14
H: -7.650 -0.913 4.866  0.13
H: -8.067 -0.252 3.308  0.13
H: -5.383 -0.638 4.721  0.10
H: -5.824 0.249 3.267  0.07
H: -4.595 -1.052 3.136  0.08
H: -10.769 -2.548 3.919  0.07
H: -10.441 -1.078 3.549  0.07
C: -2.567 -4.352 -1.562  -0.07
C: -2.003 -5.726 -1.742  -0.45
C: -2.064 -6.104 -3.289  -0.18
O: -1.397 -7.323 -3.567  -0.21
C: -1.623 -7.786 -4.942  -0.06
N: -0.684 -5.707 -1.229  0.06
H: -3.600 -4.314 -1.910  0.08
H: -2.010 -3.591 -2.108  0.07
H: -2.626 -4.002 -0.532  0.07
H: -2.660 -6.444 -1.251  0.13
H: -1.606 -5.259 -3.804  0.11
H: -3.099 -6.238 -3.602  0.12
H: -0.859 -7.234 -5.489  0.08
H: -2.662 -7.697 -5.258  0.08
H: -1.389 -8.836 -5.117  0.08
H: -0.368 -6.574 -1.641  0.08
H: -0.876 -5.755 -0.239  0.09
C: -0.950 3.569 5.985  -0.05
C: 0.560 3.237 5.891  -0.44
C: 1.095 3.499 4.392  -0.19
O: 0.350 2.806 3.419  -0.22
C: 0.682 1.415 3.206  -0.07
N: 1.324 4.026 6.799  0.03
H: -1.462 2.894 5.298  0.06
H: -1.153 4.590 5.659  0.08
H: -1.363 3.339 6.967  0.07
H: 0.678 2.180 6.129  0.12
H: 2.126 3.150 4.447  0.11
H: 1.204 4.572 4.236  0.12
H: -0.200 0.963 2.752  0.08
H: 0.813 0.864 4.137  0.07
H: 1.614 1.258 2.663  0.06
H: 2.292 3.743 6.861  0.08
H: 0.941 3.783 7.702  0.07
C: 5.663 1.725 -3.110  -0.05
C: 6.524 2.993 -3.195  -0.43
C: 8.057 2.567 -3.207  -0.16
O: 8.633 2.085 -1.965  -0.22
C: 10.040 1.760 -1.953  -0.11
N: 6.174 3.592 -4.426  0.03
H: 5.808 1.252 -2.138  0.06
H: 6.048 1.089 -3.907  0.08
H: 4.585 1.846 -3.220  0.05
H: 6.374 3.673 -2.357  0.12
H: 8.615 3.469 -3.458  0.11
H: 8.218 1.808 -3.972  0.12
H: 10.200 0.724 -2.251  0.08
H: 10.443 1.975 -0.963  0.08
H: 10.614 2.369 -2.651  0.08
H: 5.174 3.618 -4.564  0.00
H: 6.315 4.588 -4.327  0.07
C: 3.500 3.259 1.524  -0.06
C: 4.756 3.913 0.841  -0.42
C: 4.398 5.191 0.022  -0.16
O: 5.587 5.494 -0.741  -0.23
C: 5.604 6.801 -1.351  -0.09
N: 5.715 4.236 1.866  0.06
H: 3.008 4.035 2.112  0.06
H: 3.762 2.391 2.127  0.05
H: 2.707 2.932 0.851  0.06
H: 5.108 3.163 0.133  0.12
H: 4.178 6.064 0.637  0.12
H: 3.599 5.067 -0.709  0.11
H: 5.297 7.596 -0.671  0.08
H: 4.844 6.813 -2.132  0.07
H: 6.549 7.023 -1.848  0.09
H: 6.369 4.813 1.359  0.07
H: 6.165 3.347 2.032  0.07
C: 3.595 3.662 -6.447  -0.05
C: 2.647 4.033 -5.252  -0.39
C: 1.809 2.821 -4.680  -0.20
O: 1.246 2.091 -5.738  -0.18
C: 0.481 0.949 -5.328  -0.08
N: 3.450 4.615 -4.200  0.03
H: 4.380 2.957 -6.176  0.06
H: 4.132 4.537 -6.812  0.07
H: 3.004 3.339 -7.304  0.07
H: 1.905 4.729 -5.644  0.12
H: 1.029 3.087 -3.966  0.12
H: 2.611 2.323 -4.134  0.10
H: 1.015 0.303 -4.630  0.06
H: 0.026 0.435 -6.175  0.09
H: -0.328 1.264 -4.670  0.08
H: 3.742 5.537 -4.493  0.09
H: 2.887 4.735 -3.371  0.08
C: -3.522 2.405 2.339  -0.06
C: -4.236 3.731 2.322  -0.40
C: -4.208 4.474 3.738  -0.18
O: -5.156 5.491 3.924  -0.20
C: -5.058 6.150 5.180  -0.10
N: -3.672 4.501 1.247  0.03
H: -3.347 2.040 1.327  0.05
H: -4.119 1.720 2.941  0.06
H: -2.540 2.448 2.809  0.07
H: -5.298 3.593 2.119  0.13
H: -3.225 4.896 3.949  0.11
H: -4.392 3.704 4.488  0.12
H: -5.077 5.444 6.010  0.08
H: -5.886 6.836 5.358  0.09
H: -4.134 6.722 5.104  0.09
H: -3.865 5.491 1.216  0.09
H: -3.853 4.234 0.290  0.08
C: -0.441 3.571 -0.003  -0.07
C: -0.178 4.974 0.375  -0.43
C: -0.832 5.987 -0.674  -0.15
O: -0.196 5.941 -1.971  -0.21
C: -0.694 6.812 -2.948  -0.13
N: -0.602 5.291 1.692  0.06
H: -0.041 3.432 -1.007  0.07
H: -1.497 3.307 -0.058  0.07
H: -0.027 2.752 0.586  0.06
H: 0.882 5.230 0.408  0.13
H: -1.002 7.007 -0.329  0.12
H: -1.849 5.646 -0.867  0.10
H: -0.555 7.816 -2.547  0.09
H: -1.728 6.676 -3.263  0.08
H: -0.185 6.592 -3.886  0.08
H: -0.064 4.828 2.410  0.04
H: -1.510 4.851 1.725  0.03



Record 5
This record from OMol25 describes the molecule C3H6P2 in a non-equilibrium geometry. The level of theory is ωB97M-V with the def2-TZVPD basis set.

SMILES string   C=C/P=C/P
Energy relative to the best compared isomer or geometry (same formula, charge and spin)   41.8 kcal per mole
Kohn-Sham gap   8.590 eV

Each line ends with the Löwdin charge.
Cartesian coordinates (Å):
C: 0.675 -0.405 -1.307  -0.45
C: -0.915 0.751 0.736  -0.85
C: 1.276 -1.535 -1.699  -0.15
P: -1.887 1.055 2.245  0.70
P: 0.178 -0.504 0.478  0.86
H: 1.852 -1.613 -2.754  0.10
H: 1.622 -2.206 -0.895  0.02
H: -1.078 0.203 2.865  -0.18
H: -1.180 2.396 2.332  -0.06
H: -1.023 1.443 -0.021  -0.05
H: 0.482 0.415 -1.979  0.05



Record 6
This record from OMol25 describes a structure of composition C25H46BN10O2ReS in a non-equilibrium geometry. The level of theory is ωB97M-V with the def2-TZVPD basis set.

<S²>   3.77
Multiplicity   4
Charge   +3
Energy relative to the best compared isomer or geometry (same formula, charge and spin)   0.0 kcal per mole
Kohn-Sham gap (alpha / beta)   8.405 / 6.392 eV

Each line ends with the Löwdin spin population.
Cartesian coordinates (Å):
Re: -0.128 -0.497 -0.095  2.51
C: 0.015 -2.712 4.540  0.00
C: -0.306 -1.368 3.858  0.00
C: 1.012 -0.676 3.525  0.00
C: -1.329 -1.607 2.768  0.01
C: -2.541 -2.202 3.106  0.01
C: -3.213 -2.423 1.923  0.03
N: -2.469 -1.965 0.923  0.01
N: -1.316 -1.420 1.412  0.02
B: -2.768 -2.066 -0.573  0.00
N: -1.579 -2.782 -1.238  0.01
C: -1.611 -3.879 -1.990  0.03
C: -0.334 -4.136 -2.459  0.01
C: 0.469 -3.123 -1.952  0.02
N: -0.306 -2.293 -1.204  0.02
C: 1.948 -3.030 -2.184  0.00
C: 2.663 -4.175 -1.448  0.00
C: 2.254 -3.061 -3.688  0.00
N: -2.846 -0.650 -1.158  0.01
C: -3.887 -0.095 -1.767  0.04
C: -3.517 1.153 -2.221  0.01
C: -2.180 1.333 -1.873  0.01
N: -1.787 0.212 -1.185  0.03
C: -1.479 2.588 -2.365  0.00
C: -1.520 2.575 -3.910  0.00
C: -0.056 2.920 -1.935  0.00
H: 0.697 -2.541 5.373  0.00
H: -0.876 -3.199 4.928  0.00
H: 0.495 -3.393 3.833  0.00
H: -0.833 -0.755 4.593  0.00
H: 1.751 -1.429 3.237  0.00
H: 0.906 0.077 2.749  0.00
H: 1.406 -0.193 4.418  0.00
H: -2.872 -2.467 4.095  0.00
H: -4.168 -2.888 1.734  0.00
H: -3.779 -2.653 -0.766  0.00
H: -2.532 -4.417 -2.147  0.00
H: -0.025 -4.956 -3.084  0.00
H: 2.316 -2.084 -1.797  0.00
H: 2.464 -5.125 -1.943  0.00
H: 3.742 -4.019 -1.455  0.00
H: 2.325 -4.273 -0.411  0.00
H: 2.015 -4.035 -4.111  0.00
H: 1.681 -2.306 -4.227  0.00
H: 3.317 -2.881 -3.854  0.00
H: -4.824 -0.621 -1.860  0.00
H: -4.134 1.855 -2.753  0.00
H: -2.125 3.407 -2.034  0.00
H: -0.887 1.772 -4.296  0.00
H: -2.523 2.433 -4.302  0.00
H: -1.144 3.524 -4.287  0.00
H: 0.620 2.104 -2.173  0.00
H: 0.270 3.802 -2.485  0.00
H: 0.018 3.149 -0.875  0.00
C: 3.181 1.138 -3.309  0.00
O: 3.510 0.472 -2.052  0.00
C: 2.562 0.091 -1.276  0.01
O: 1.342 0.234 -1.504  0.05
N: 2.984 -0.497 -0.135  0.00
N: 2.013 -1.177 0.620  0.02
H: 4.123 1.219 -3.838  0.00
H: 2.774 2.125 -3.107  0.00
H: 2.473 0.537 -3.874  0.00
H: 3.961 -0.747 -0.036  0.00
H: 2.171 -0.977 1.605  0.00
H: 2.104 -2.188 0.487  0.00
C: 2.851 3.646 0.687  0.00
C: 2.418 2.549 1.650  0.00
N: 1.312 2.970 2.508  0.01
C: 0.026 2.686 2.362  0.02
S: -0.595 1.707 1.055  0.06
N: -0.866 3.221 3.178  0.00
C: -2.329 3.057 3.144  0.00
C: -3.002 4.047 2.201  0.00
H: 3.743 3.333 0.145  0.00
H: 3.098 4.563 1.223  0.00
H: 2.061 3.870 -0.032  0.00
H: 3.244 2.263 2.301  0.00
H: 2.091 1.668 1.099  0.00
H: 1.558 3.650 3.217  0.00
H: -0.531 3.906 3.843  0.00
H: -2.679 3.211 4.163  0.00
H: -2.556 2.032 2.862  0.00
H: -2.812 5.074 2.512  0.00
H: -4.079 3.885 2.212  0.00
H: -2.643 3.919 1.179  0.00